Version A
C3H5FOS | ωB97M-V/def2-TZVPD

Values from the calculation:
2S+1 = 1
HOMO-LUMO gap = 8.8 eV
E_HOMO = -9.0 eV
SMILES = FCCOC=S
LUMO energy = -0.224 eV

CARTESIAN COORDINATES (ANGSTROEM)
C 1.2976 0.7735 -0.3310
C -0.0162 0.4944 0.3379
C -1.4159 -1.3166 -0.0636
H 1.9737 -0.0751 -0.0252
H 1.2500 0.6516 -1.5736
H 0.2458 -0.3146 1.1851
H -0.5535 1.4427 0.4723
H -1.5822 -2.2103 -0.5440
O -0.5231 -0.5409 -0.6343
F 1.7542 2.1483 -0.2211
S -2.4304 -1.0530 1.3975

=====

Version B
C3H5FOS | ωB97M-V/def2-TZVPD

Values from the calculation:
2S+1 = 1
HOMO-LUMO gap = 9.3 eV
E_HOMO = -9.0 eV
LUMO energy = 0.308 eV

CARTESIAN COORDINATES (ANGSTROEM)
C -0.6220 -0.2183 0.1767
C 0.6241 3.2235 -0.2121
C 0.7100 0.4419 -0.0234
O 1.9445 2.9183 0.3112
F 0.1699 4.3038 0.4856
S 0.8755 1.9469 1.0536
H -0.6346 -0.5332 1.1761
H -0.8250 -1.1256 -0.5814
H 1.4009 -0.0648 0.5423
H 1.0039 0.6091 -0.9903
H -1.3613 0.5545 -0.0474

=====

Preferred: version A; penalty for the next structure: 30.9 kcal/mol.

=====

Version A
C4H5N3 | ωB97M-V/def2-TZVPD

Values from the calculation:
2S+1 = 1
HOMO-LUMO gap = 11.0 eV
E_HOMO = -11.3 eV
LUMO energy = -0.271 eV

CARTESIAN COORDINATES (ANGSTROEM)
C -1.6846 0.8992 0.7279
N -0.0460 -0.6408 -0.9926
C 1.0333 -0.9187 -0.3897
C 2.2393 -1.3889 -1.0419
N 3.1957 -1.7742 -1.5656
C 0.7370 1.5453 1.4037
N -0.3580 1.3222 1.0468
H -1.6994 -0.1773 0.5552
H -2.0398 1.3765 -0.1893
H -2.3238 1.1606 1.5677
H 0.0167 -0.7653 -2.0013
H 1.1018 -0.7813 0.6901

=====

Version B
C4H5N3 | ωB97M-V/def2-TZVPD

Values from the calculation:
2S+1 = 1
HOMO-LUMO gap = 8.9 eV
E_HOMO = -9.1 eV
SMILES = C=NN(C)N1C#C1
LUMO energy = -0.219 eV

CARTESIAN COORDINATES (ANGSTROEM)
C 4.0358 0.6622 -0.0321
C 3.6909 -0.7638 0.2131
C -0.3603 1.8607 0.1163
C 0.4793 -1.0806 0.0228
N 0.7911 1.3781 -0.1318
N 2.6174 0.0004 -0.0575
N 1.3028 0.1466 -0.0675
H -0.5090 2.9979 0.1749
H -1.2344 1.1928 0.1742
H -0.5342 -0.8126 0.2624
H 0.6351 -1.5961 -0.8995
H 0.8987 -1.6048 0.8831

=====

Preferred: version A; penalty for the next structure: 143.5 kcal/mol.

=====

Version A
C4H5N3 | ωB97M-V/def2-TZVPD

Values from the calculation:
2S+1 = 1
HOMO-LUMO gap = 11.0 eV
E_HOMO = -11.3 eV
LUMO energy = -0.274 eV

CARTESIAN COORDINATES (ANGSTROEM)
C -1.7106 0.8628 0.7070
N 0.0406 -0.4457 -0.9065
C 1.1588 -0.7381 -0.3873
C 2.1749 -1.4926 -1.0905
N 2.9536 -2.0780 -1.7127
C 0.5951 1.5575 1.6814
N -0.4269 1.2697 1.1833
H -1.7480 -0.2160 0.5472
H -1.9232 1.3344 -0.2553
H -2.4364 1.1522 1.4613
H -0.0714 -0.8157 -1.8487
H 1.3936 -0.3906 0.6207

=====

Version B
C4H5N3 | ωB97M-V/def2-TZVPD

Values from the calculation:
2S+1 = 1
HOMO-LUMO gap = 11.1 eV
E_HOMO = -10.5 eV
SMILES = CNC(C#N)C#N
LUMO energy = 0.603 eV

CARTESIAN COORDINATES (ANGSTROEM)
C -1.6389 0.0770 0.1003
N -0.4106 -0.2462 -0.6267
C 0.7922 -0.3341 0.1789
C 1.8551 -0.8886 -0.6933
N 2.5855 -1.3698 -1.4490
C 1.1654 0.9613 0.8052
N 1.1866 2.0383 1.2268
H -1.7344 -0.5904 0.9674
H -2.4529 -0.1479 -0.5952
H -1.7271 1.1204 0.4591
H -0.2446 0.4412 -1.3574
H 0.6237 -1.0613 0.9840

=====

Preferred: version B; penalty for the next structure: 28.2 kcal/mol.

=====

Version A
C10H19NO4Rb | ωB97M-V/def2-TZVPD

Values from the calculation:
2S+1 = 1
HOMO-LUMO gap = 4.4 eV
E_HOMO = -2.4 eV
LUMO energy = 1.962 eV
net charge = -1

CARTESIAN COORDINATES (ANGSTROEM)
Rb 1.9280 2.0558 -1.1650
O -0.1565 5.4275 -3.9970
C 0.4333 4.5460 -3.0939
O 0.6988 5.0109 -1.9516
O 0.5830 3.3486 -3.4141
H -0.1353 6.2326 -3.4506
C 2.0925 -1.7277 -0.8005
C 0.8283 -1.6050 0.0639
C 1.3480 -1.5044 1.5058
C 0.2393 -1.2116 2.4886
C -0.5011 0.0772 2.0937
C -0.9885 0.0638 0.6079
N 0.1006 -0.3875 -0.2730
O -0.1459 -0.2107 -1.6380
C -1.3294 1.5086 0.2960
C -2.2529 -0.8278 0.4909
C 0.0082 -2.8852 -0.1389
H 2.6303 -0.7794 -0.8795
H 1.8447 -1.9449 -1.8432
H 2.7416 -2.5221 -0.4299
H 2.1910 -0.8118 1.5289
H 1.7240 -2.4884 1.8279
H 0.5636 -1.1566 3.5324
H -0.4974 -2.0202 2.4822
H 0.1362 0.9496 2.2243
H -1.4216 0.0963 2.6841
H -0.4766 2.1626 0.4719
H -2.1737 1.7729 0.9392
H -1.6406 1.6167 -0.7444
H -2.3781 -1.4722 1.3608
H -2.2359 -1.4143 -0.4273
H -3.1399 -0.1972 0.3602
H 0.6565 -3.7659 -0.2350
H -0.5285 -2.8177 -1.0899
H -0.7459 -3.1187 0.6133

=====

Version B
C10H19NO4Rb | ωB97M-V/def2-TZVPD

Values from the calculation:
2S+1 = 1
HOMO-LUMO gap = 3.8 eV
E_HOMO = -2.3 eV
LUMO energy = 1.528 eV
net charge = -1

CARTESIAN COORDINATES (ANGSTROEM)
Rb -0.8744 1.6831 -3.6598
O 3.7965 1.2361 -5.4527
C 3.0573 1.1379 -4.2857
O 3.4912 0.2465 -3.5029
O 2.0655 1.8671 -4.0319
H 4.3434 0.4729 -5.1364
C -1.0627 -1.3631 -0.7757
C -1.5924 -0.2560 0.1457
C -2.1264 -0.8814 1.4782
C -1.0041 -1.4105 2.3516
C 0.1044 -0.3684 2.5594
C 0.5702 0.3424 1.2964
N -0.6326 0.8168 0.5410
O -0.2653 1.5571 -0.5832
C 1.5451 -0.5706 0.5453
C 1.2618 1.5848 1.8869
C -2.8604 0.4047 -0.4628
H -0.2026 -1.1099 -1.3933
H -1.8479 -1.6025 -1.5063
H -0.8884 -2.3171 -0.2766
H -2.8661 -1.6533 1.2477
H -2.6021 -0.1110 2.0898
H -0.5895 -2.3502 1.9775
H -1.4393 -1.5687 3.3434
H 0.9188 -0.8809 3.0809
H -0.2985 0.2943 3.3314
H 1.0786 -1.5347 0.3256
H 2.3920 -0.9256 1.1370
H 1.7544 -0.1533 -0.4402
H 0.5366 2.3248 2.2275
H 1.9373 2.2119 1.2950
H 1.9522 1.2427 2.6655
H -2.5923 0.8769 -1.4097
H -3.4386 1.0783 0.1687
H -3.6218 -0.3211 -0.7772

=====

Preferred: version A; penalty for the next structure: 31.7 kcal/mol.

=====

Version A
C4H14NO3 | ωB97M-V/def2-TZVPD

Values from the calculation:
2S+1 = 1
HOMO-LUMO gap = 8.4 eV
E_HOMO = -4.6 eV
LUMO energy = 3.808 eV
net charge = -1

CARTESIAN COORDINATES (ANGSTROEM)
C 1.5927 2.1422 0.1354
N 0.4548 1.7863 -0.8601
C 0.1034 0.3599 -0.9061
C -1.4596 0.1292 -1.0680
C -2.0413 -0.0140 0.4872
O -2.2213 -1.3819 0.6377
H 2.4741 1.6186 -0.3038
H 1.4976 1.7047 1.1869
H 1.6410 3.1464 0.0710
H -0.4682 2.3165 -0.7233
H 0.5808 -0.2582 -0.0647
H 0.5941 0.0022 -1.9514
H -1.9485 0.8243 -1.6300
H -1.6536 -0.9152 -1.4594
H -1.2965 0.4041 1.0936
H -3.1190 0.3944 0.6099
H 0.4484 -2.7044 1.9368
H -1.1527 -1.7436 1.0591
O 0.2540 -1.9359 1.5407
H 2.5103 -1.5140 0.0861
H 1.0862 -2.1431 0.3201
O 2.1232 -2.2186 -0.1975

=====

Version B
C4H14NO3 | ωB97M-V/def2-TZVPD

Values from the calculation:
2S+1 = 1
HOMO-LUMO gap = 8.3 eV
E_HOMO = -4.5 eV
LUMO energy = 3.790 eV
net charge = -1

CARTESIAN COORDINATES (ANGSTROEM)
C -1.6980 0.6547 -2.1905
N -0.8816 0.4578 -1.0374
C 0.4696 0.0783 -1.4401
C -1.4102 -0.6130 -0.0619
C -0.4522 -0.5804 1.2104
O 0.3924 -1.6474 1.0123
H -2.6763 1.1496 -1.9281
H -2.0383 -0.2727 -2.6549
H -1.3311 1.2837 -3.0122
H 0.7488 -0.8092 -0.8979
H 1.1295 0.8626 -0.7739
H 0.8247 0.1039 -2.5426
H -2.4446 -0.2995 0.2054
H -1.3555 -1.5307 -0.5355
H -0.9210 -0.7409 2.2635
H -0.0740 0.4248 1.1614
H 0.9390 1.1997 2.9003
H 2.0419 0.9561 1.7699
O 1.4655 1.6919 2.2444
H 1.4123 -1.1472 1.3521
H 3.3361 -0.7387 1.3264
O 2.5232 -0.4832 1.6290

=====

Preferred: version B; penalty for the next structure: 17.3 kcal/mol.

=====

Version A
C4H14NO3 | ωB97M-V/def2-TZVPD

Values from the calculation:
2S+1 = 1
HOMO-LUMO gap = 3.3 eV
E_HOMO = -4.2 eV
LUMO energy = -0.901 eV
net charge = -1

CARTESIAN COORDINATES (ANGSTROEM)
C -1.4692 -0.0854 0.8949
C -0.1816 -0.7208 1.4355
N 0.7732 0.1934 1.7934
C 2.1355 0.2102 -1.0343
C 1.1329 1.3552 -0.8131
O 0.8252 1.9870 -2.0382
H -2.2683 -0.8502 1.0890
H -1.7464 0.7581 1.5339
H -1.6141 0.3308 -0.1033
H 0.2123 -1.2520 0.5336
H -0.4004 -1.4157 2.2433
H 1.5925 -0.4853 -1.6884
H 2.4411 -0.3415 -0.1445
H 2.9379 0.5916 -1.6740
H 1.5062 2.0932 -0.1091
H 0.1923 0.8945 -0.5433
H 0.3532 1.2340 -2.5436
H -0.5685 -0.1589 -3.7769
O -0.1654 -0.2492 -2.9077
H -3.5799 -2.4256 2.3674
H 0.9972 -0.0078 2.7811
O -3.1060 -1.6556 2.7041

=====

Version B
C4H14NO3 | ωB97M-V/def2-TZVPD

Values from the calculation:
2S+1 = 1
HOMO-LUMO gap = 7.4 eV
E_HOMO = -3.6 eV
LUMO energy = 3.839 eV
net charge = -1

CARTESIAN COORDINATES (ANGSTROEM)
C -0.7614 1.5372 -0.1723
N -0.0328 1.0018 0.9558
C 1.9726 0.7048 -0.4976
C 1.1379 0.1689 0.6503
C 0.6529 -1.2789 0.3562
O -0.2703 -1.6710 1.2693
H -0.1672 2.2414 -0.7480
H -1.3906 0.8945 -0.7923
H -1.5168 2.1811 0.2527
H -0.6448 0.3339 1.4337
H 2.9278 0.1787 -0.5934
H 2.2454 1.7641 -0.4786
H 1.4359 0.5198 -1.4317
H 1.7099 0.1379 1.5797
H 1.5453 -1.9517 0.2757
H 0.2777 -1.3373 -0.7018
H -0.4959 -1.0405 -2.3547
H -1.1463 0.2414 -2.5749
O -0.5741 -0.3731 -3.0540
H -2.2886 -1.5300 2.9627
H -1.9515 -1.5313 1.5224
O -2.6651 -1.1916 2.1410

=====

Version C
C4H14NO3 | ωB97M-V/def2-TZVPD

Values from the calculation:
2S+1 = 1
HOMO-LUMO gap = 8.1 eV
E_HOMO = -4.4 eV
LUMO energy = 3.748 eV
net charge = -1

CARTESIAN COORDINATES (ANGSTROEM)
C 0.6721 0.2702 0.8230
O -0.2761 -0.5421 0.2144
C 1.6107 0.9150 -0.2516
C 1.2951 2.3757 -0.6104
C 0.0366 2.5820 -1.4439
N -1.2256 2.2666 -0.7201
H 0.2255 1.0345 1.4846
H 1.3511 -0.3871 1.3942
H 2.5931 0.9275 0.2403
H 1.6294 0.2482 -1.1092
H 1.1468 2.9293 0.3288
H 2.1812 2.8178 -1.0703
H 0.0064 1.8893 -2.2987
H -0.0309 3.6331 -1.6934
H -1.0919 1.5592 -0.0170
H -1.9164 1.9809 -1.3849
H -0.7650 -3.9759 -0.6510
H -0.6093 -3.6597 0.7825
O -0.5212 -4.4435 0.1722
H -0.5975 -1.5036 0.8314
H -1.4818 -1.7344 2.2172
O -1.1924 -2.3502 1.5298

=====

Preferred: version C; penalty for the next structure: 7.3 kcal/mol.